(1)
The following is a quantum chemistry calculation of a 2-piece molecular cluster, F3NS overall, from OMol25.

```
5
Properties=species:S:1:pos:R:3:forces:R:3:lowdin_charge:R:1
N -0.646337 2.231575 -0.121910 -0.8 -2.0 -1.2 0.1850
F -1.084962 1.120350 -0.804806 0.5 2.2 1.0 -0.2269
F 1.096532 -1.876475 -0.317873 0.0 -0.1 -0.1 -0.4351
F 1.718464 -0.628330 1.661371 -0.5 -0.1 -0.3 -0.4437
S 0.467039 -0.781726 0.648837 0.7 0.0 0.6 0.9207
```
Positions in Å, forces in eV/Å.

Properties
ΔE to the lowest compared entry with this formula, charge and spin (kcal per mole): 53.34
HOMO level (alpha / beta) (Eh): -0.3522 / -0.3523
Orbital gap (alpha / beta) (eV): 8.08 / 8.04
Charge: 0
E (eV): -20471.3204

***

(2)
The following is a quantum chemistry calculation of a 2-piece molecular cluster, C4H10O overall, from OMol25.

```
15
Properties=species:S:1:pos:R:3:forces:R:3:lowdin_charge:R:1
C -0.229781 0.790055 0.479920 0.3 0.2 -0.6 -0.2017
C 0.424485 0.375420 -0.610824 0.5 0.3 0.5 -0.2188
C -0.094286 0.430400 -2.002215 0.6 -1.3 -0.8 -0.1114
C 0.345692 0.848068 1.861680 0.1 -1.4 0.0 -0.1083
H -1.236800 1.187201 0.346984 0.0 -0.1 0.0 0.1050
H 1.466835 0.022084 -0.531546 -0.5 0.1 0.2 0.1193
H 0.635804 0.927223 -2.660329 -0.4 0.2 0.2 0.0754
H -0.135320 -0.610786 -2.440921 -0.3 0.9 0.5 0.0926
H -1.063204 0.905447 -2.049809 -0.2 0.1 -0.2 0.0665
H 1.272770 0.242394 1.906372 -0.3 0.6 0.0 0.0837
H -0.342386 0.349171 2.552140 0.0 0.2 0.1 0.0691
H 0.511021 1.858541 2.212116 0.1 0.2 0.0 0.0669
H -0.959005 -3.026111 0.566079 0.1 -0.3 0.0 0.0331
H -0.394665 -1.677531 0.237580 0.3 0.0 -0.2 -0.0056
O -0.201166 -2.621572 0.132780 -0.3 0.2 0.2 -0.0657
```
Positions in Å, forces in eV/Å.

Properties
ΔE to the lowest compared entry with this formula, charge and spin (kcal per mole): 16.74
HOMO level (Eh): -0.3451
Orbital gap (eV): 10.41
SMILES: C/C=C/C.O
Charge: 0
E (eV): -6357.0771

***

(3)
The following is a quantum chemistry calculation of a 2-piece molecular cluster, C6H12N2O overall, from OMol25.

```
21
Properties=species:S:1:pos:R:3:forces:R:3:lowdin_charge:R:1
C 0.776490 -2.732150 -1.450183 0.4 2.5 -1.7 -0.0683
C 1.195200 -0.823990 1.580083 -0.2 -2.7 -3.3 -0.1620
C 1.310001 -3.021205 1.037866 -0.5 4.1 -1.2 -0.0460
C 1.110616 -2.198407 -0.115294 -1.1 -1.1 2.7 -0.3554
N 1.315588 -2.110206 2.098719 0.9 1.4 -0.3 0.0130
N 0.996778 -0.851695 0.226434 0.9 -1.4 2.4 0.0777
H 1.769075 -2.253850 3.006755 -0.6 -0.1 -0.6 0.1482
H 1.394766 0.074018 2.075226 0.0 0.9 1.1 0.0882
H 1.252818 -4.048018 1.219065 0.1 -1.3 0.0 0.0865
H 0.184926 -1.973298 -2.053344 -0.2 -1.1 1.1 0.0967
H 0.401646 -3.732320 -1.456901 -0.4 -0.4 0.0 0.0651
H 1.662239 -2.657841 -2.067554 0.7 -0.6 -0.2 0.0652
C -1.757434 3.610415 -1.515986 -0.7 -1.5 2.4 -0.2741
C -1.961480 2.209784 -0.822037 0.0 -2.3 -4.0 -0.1002
O -1.949947 4.542235 -0.421548 0.6 -2.5 1.7 -0.1300
H -0.810373 3.712505 -1.963787 1.2 0.2 -0.5 0.0855
H -2.533837 3.832383 -2.177484 -1.1 0.1 -1.5 0.0801
H -1.948456 1.124692 -1.450205 -0.3 3.2 0.8 0.1361
H -1.925168 3.844648 0.337036 -0.1 2.6 -1.3 0.1011
H -2.955441 2.264102 -0.422053 -0.2 -0.3 0.9 0.0567
H -1.119548 1.941720 -0.237135 0.5 0.4 1.5 0.0358
```
Positions in Å, forces in eV/Å.

Properties
ΔE to the lowest compared entry with this formula, charge and spin (kcal per mole): 54.48
HOMO level (Eh): -0.3124
Orbital gap (eV): 9.32
SMILES: Cc1c[nH]cn1.CCO
Charge: 0
E (eV): -11442.3082

***

(4)
The following is a quantum chemistry calculation of a 5-piece molecular cluster, C4H15NO3 overall, from OMol25.

```
23
Properties=species:S:1:pos:R:3:forces:R:3:lowdin_charge:R:1
C -0.568532 -0.966161 -0.698014 -1.8 1.4 1.0 -0.0171
C 0.790155 -0.882023 -0.980826 1.3 0.9 0.6 0.0096
C 1.397135 0.274956 -1.598531 -1.5 -1.7 -1.7 -0.0353
O 2.302026 1.555427 0.549058 0.6 -0.4 -0.1 -0.1418
C -1.080200 -1.395940 0.594810 -0.5 -3.1 0.6 -0.2697
N -1.388585 -0.104634 1.174131 2.2 0.3 -1.7 0.1979
H -2.738974 -1.069917 -2.940501 0.0 0.0 0.0 0.0237
H -2.372166 -1.547887 -3.376131 0.0 0.0 0.0 0.0345
H 1.418659 -1.648560 -0.545260 0.2 -0.2 0.0 0.1342
H 2.143267 0.664479 -0.881981 0.2 0.7 0.7 0.0824
H 0.609265 0.966174 -1.869153 0.2 0.5 0.1 0.1009
H 1.949049 0.022280 -2.512602 0.4 -0.1 0.1 0.1198
H 2.003690 2.429437 0.771108 -0.2 0.5 0.1 0.0282
H -1.889070 -2.122744 0.637287 -0.6 0.5 -0.5 0.1259
H -0.316912 -1.899033 1.145583 0.8 0.1 0.6 0.1010
H -0.464612 0.300841 1.412379 0.3 -0.4 0.7 0.0748
H -1.779315 0.572467 0.409354 -2.3 0.9 -0.7 0.0445
H 1.683112 -0.196136 2.772494 -0.2 -0.3 0.0 -0.0116
H 1.895044 0.811309 1.224053 -0.3 -0.1 0.1 -0.0465
O 1.306353 -0.199598 1.886536 0.1 0.5 -0.2 -0.2855
H -3.069514 1.848322 -0.578346 0.0 0.0 -0.1 -0.0291
H -1.300423 -0.404726 -1.276667 0.3 0.1 -0.4 0.0578
O -2.546204 1.067855 -0.797063 0.8 -0.2 0.7 -0.2987
```
Positions in Å, forces in eV/Å.

Properties
ΔE to the lowest compared entry with this formula, charge and spin (kcal per mole): 224.34
HOMO level (Eh): -0.3335
Orbital gap (eV): 4.61
Charge: 0
E (eV): -12014.4901

***

(5)
The following is a quantum chemistry calculation of C23H56ClN3O7P2SbSi as an isolated structure, from OMol25.

```
94
Properties=species:S:1:pos:R:3:forces:R:3:lowdin_charge:R:1
C 1.031763 1.925911 3.849677 0.0 -0.1 -0.1 -0.1141
O -0.009867 0.989527 3.955248 0.0 0.2 -0.1 -0.1993
C 0.387431 -0.326052 3.642856 0.2 -0.4 0.1 -0.2546
C -0.820795 -1.220068 3.338855 0.0 0.0 0.4 -0.2443
C -2.025088 -0.508511 2.710631 0.3 0.0 0.1 -0.3270
Sb -2.020103 -0.134736 0.537179 -1.1 0.1 0.6 1.0558
C -4.059198 -0.988194 0.152445 -0.2 -0.2 -0.2 -0.3429
C -4.469287 -2.169318 1.007573 -0.2 0.0 0.1 -0.2554
O -4.927002 -3.271620 0.153132 0.1 0.1 0.1 -0.0701
C -4.491889 -4.491776 0.506482 -0.5 -0.6 0.5 -0.3720
O -5.071187 -5.225440 1.271781 0.3 0.5 -0.4 0.0689
O -0.087612 0.472071 0.885622 0.0 0.1 -0.2 -0.4889
C 0.584617 1.353470 0.019828 0.4 -0.4 0.3 -0.3482
C 1.598616 0.589205 -0.845183 0.4 -0.1 0.2 -0.3688
C 2.072313 1.465472 -1.998233 -0.2 0.2 0.1 -0.0526
C 2.726653 0.083385 0.072186 -0.1 -0.2 0.0 -0.1496
C 3.954448 -0.611850 -0.554909 0.0 0.0 0.0 -0.4080
C 3.644060 -1.481925 -1.787480 0.1 0.0 0.1 -0.0667
C 5.085633 0.385757 -0.823182 0.0 0.2 0.2 -0.0965
P -1.775395 0.287330 -2.050071 0.3 0.6 -0.5 0.5201
N -1.941923 1.810859 -2.499975 -0.1 -0.1 0.2 -0.3819
P -0.813622 -2.468662 0.146430 0.8 -0.2 -0.1 0.4196
O -1.601908 -3.589973 1.101649 -0.2 0.0 0.0 -0.4915
Cl -1.478221 -3.092090 -1.770341 -0.2 0.0 0.0 0.0813
Si -3.102768 2.195833 0.924538 -0.2 0.4 -0.2 0.4610
C -1.853879 3.485430 1.510287 -0.1 0.0 0.3 -0.2039
C -4.124523 2.862553 -0.518249 0.4 0.2 -0.1 -0.2532
C -4.385786 2.018742 2.323449 -0.1 -0.3 -0.1 -0.2267
H 0.587220 2.910032 3.693824 0.0 0.0 0.1 0.0807
H 1.654636 1.939601 4.754758 0.0 0.0 0.0 0.0811
H 1.676288 1.703813 2.991304 0.0 0.0 0.0 0.0756
H 0.937042 -0.748484 4.500548 0.0 0.0 0.0 0.1169
H 1.077938 -0.332119 2.795393 -0.2 0.2 -0.1 0.0898
H -0.457458 -2.054364 2.735861 0.0 0.0 0.0 0.0534
H -1.141446 -1.682535 4.281526 -0.1 0.1 0.0 0.1013
H -2.947542 -0.998950 3.030874 0.0 -0.1 -0.2 0.0487
H -2.064831 0.494883 3.137599 0.0 0.0 -0.1 0.0308
H -4.794292 -0.183066 0.250453 0.1 0.1 0.0 0.0342
H -4.112695 -1.307972 -0.891530 0.2 0.0 0.0 0.0316
H -3.672246 -2.545233 1.649462 0.1 0.0 -0.1 0.0737
H -5.311073 -1.917088 1.657865 0.0 0.0 0.0 0.1183
H -3.571534 -4.791915 -0.004642 0.1 0.0 -0.1 0.1121
H -0.074029 1.982265 -0.588800 -0.2 -0.1 -0.1 0.0756
H 1.166756 2.052250 0.639194 -0.1 0.1 -0.1 0.0978
H 1.103528 -0.317269 -1.207523 -0.1 0.2 -0.2 0.0794
H 2.361958 2.447801 -1.610052 0.1 0.0 0.0 0.0619
H 2.912965 1.043367 -2.546313 -0.1 -0.1 -0.1 0.0568
H 1.251913 1.647676 -2.698890 0.0 0.0 0.0 0.0683
H 2.252891 -0.633327 0.750806 0.0 0.1 0.0 0.1014
H 3.079039 0.914160 0.699001 0.0 0.0 0.0 0.1114
H 4.338029 -1.283292 0.221064 0.0 0.0 0.0 0.1175
H 4.126145 -2.458108 -1.695165 0.0 0.1 -0.1 0.0700
H 4.015726 -1.015153 -2.702486 -0.1 0.0 0.0 0.0691
H 2.579272 -1.673302 -1.913425 0.0 0.0 0.0 0.0711
H 4.732324 1.256083 -1.381095 0.0 -0.1 -0.1 0.0592
H 5.917245 -0.061449 -1.372175 0.0 -0.1 0.0 0.0699
H 5.471320 0.764150 0.129269 0.0 0.0 -0.1 0.0700
H -0.569806 -0.284585 -2.513075 -0.1 -0.3 -0.1 -0.0686
H -2.723009 -0.537743 -2.702197 0.0 -0.2 0.0 -0.0788
H -1.128262 2.170666 -2.981561 0.0 0.0 0.0 -0.0723
H -1.008964 -4.330612 1.255244 0.0 -0.1 0.1 0.0241
H -2.264882 4.016541 2.376395 0.0 0.0 0.0 0.0191
H -0.927622 3.010060 1.838813 0.0 0.0 -0.1 0.0002
H -1.635462 4.220576 0.735034 0.2 -0.1 -0.1 0.0143
H -5.030541 3.364997 -0.171089 -0.1 -0.1 0.0 0.0148
H -4.356424 2.093053 -1.254518 -0.2 0.0 0.1 0.0025
H -3.510007 3.587567 -1.057324 0.0 -0.1 -0.1 0.0073
H -4.185951 1.217140 3.034447 0.1 0.1 0.1 0.0050
H -4.456432 2.960412 2.874806 0.0 0.0 0.0 0.0185
H -5.372501 1.825575 1.891177 0.0 0.0 0.0 0.0170
C 2.328098 -6.965482 -3.998185 0.0 0.0 0.0 -0.0195
C 1.283881 -5.981142 -3.509532 -0.1 -0.1 0.1 -0.5561
O 1.300755 -4.812956 -3.842048 0.1 0.0 -0.1 0.0360
N 0.319661 -6.465425 -2.677523 0.0 0.0 0.0 0.0106
C 0.157255 -7.819034 -2.194353 -0.1 0.2 0.0 -0.0869
H 3.015020 -6.427636 -4.643651 0.0 0.0 0.0 0.0777
H 2.884662 -7.393213 -3.163286 0.0 0.0 0.0 0.0789
H 1.868023 -7.776900 -4.563746 0.0 0.0 0.0 0.0780
H -0.347421 -5.768873 -2.375226 0.0 0.1 0.0 0.0978
H -0.809173 -8.226566 -2.498766 0.0 0.0 0.0 0.0811
H 0.207400 -7.850513 -1.103787 0.0 0.0 0.0 0.0806
H 0.938663 -8.458958 -2.590759 0.0 0.0 0.0 0.0647
C 0.957110 6.717652 0.134298 0.0 0.0 0.0 -0.0079
C 1.681908 5.443383 -0.239527 0.0 0.0 0.1 -0.5322
O 1.089140 4.410978 -0.475075 0.0 0.1 -0.1 0.0555
N 3.046080 5.491942 -0.297253 0.0 0.1 0.0 0.0087
C 3.915041 6.620840 -0.046824 0.0 -0.2 0.0 -0.0885
H -0.107139 6.504880 0.137812 0.0 0.0 0.0 0.0778
H 1.254396 7.060155 1.126396 0.0 0.0 0.0 0.0824
H 1.161409 7.510204 -0.587011 0.0 0.0 0.0 0.0808
H 3.468026 4.611229 -0.546794 0.0 0.0 0.0 0.1328
H 4.511764 6.857291 -0.930617 0.0 0.1 0.0 0.0796
H 4.597900 6.411407 0.779457 0.0 0.0 0.0 0.0801
H 3.326834 7.495303 0.210919 0.0 0.0 0.0 0.0669
```
Positions in Å, forces in eV/Å.

Properties
HOMO level (Eh): -0.1314
Orbital gap (eV): 5.80
Charge: -1
E (eV): -89077.5580